A gas-phase ion, C5H10N2 (charge -1) at a distorted geometry, computed with the ωB97M-V functional and the def2-TZVPD basis.

Output
**Relative energy (zero: lowest compared OMol25 entry of this formula, charge and spin)**: 30.0 kJ/mol
**Frontier orbital gap (spin up / spin down)**: 4.38 / 6.78 eV
**Net charge**: -1
**Energy**: -305.94982 hartree
**Spin multiplicity**: 2
**LUMO energy (spin up / spin down)**: 4.09 / 4.06 eV
**HOMO level (spin up / spin down)**: -0.28 / -2.72 eV

Last column: Mulliken charge in e.
Positions of all 17 atoms, in Å:
H1 -0.68 2.23 -1.06  0.357
H2 -0.97 0.20 -2.34  0.249
H3 -1.48 1.07 1.23  0.204
H4 2.16 -2.70 1.89  0.231
N1 -1.76 0.79 -2.12  -0.624
C1 2.84 -2.00 1.39  -0.614
H5 3.81 -2.42 1.15  0.225
H6 -1.54 -0.36 0.25  0.300
C2 -1.50 1.52 -0.87  -0.712
H7 -2.37 2.14 -0.69  0.367
H8 0.34 -1.49 1.07  0.195
C3 0.41 0.48 0.40  -0.372
H9 -2.63 0.28 -2.04  0.216
H10 1.06 1.18 -0.14  0.244
N2 2.35 -0.90 0.80  -0.538
C4 1.05 -0.68 0.78  -0.399
C5 -1.08 0.64 0.31  -0.330